Record 1
DFT (the ωB97M-V functional and the def2-TZVPD basis) results for the molecule C8H5Cl3N2O.

Geometry (Å):
C -1.205 -1.710 -1.309
C -0.705 -0.889 -0.271
C 0.125 0.081 -0.773
C -0.261 -0.389 -2.867
C -0.287 -0.316 2.037
C -0.832 -1.086 1.125
C 0.837 0.717 1.951
C 0.932 1.455 0.665
N -1.043 -1.418 -2.569
N 0.277 0.448 -1.989
O 2.276 1.578 0.315
Cl -0.084 -0.094 -4.530
Cl -2.168 -2.175 1.477
Cl -0.059 2.953 0.387
H -2.078 -2.404 -1.086
H -0.475 -0.620 2.990
H 0.667 1.429 2.725
H 1.733 0.289 2.165
H 2.348 2.151 -0.442

HOMO energy = -8.95 eV
2S+1 = 1
Total energy = -50969.304 eV
Frontier orbital gap = 8.73 eV

=====

Record 2
DFT (the ωB97M-V functional and the def2-TZVPD basis) results for the ion C5H12NS with charge -2.

Geometry (Å):
C 1.216 -0.511 0.397
C 2.028 0.781 0.120
S 2.718 0.791 -1.621
C -0.112 -0.231 1.131
N -1.291 0.107 0.338
C -0.975 1.000 -0.787
C -1.843 -1.134 -0.219
H 1.931 -1.046 1.049
H 1.048 -1.012 -0.547
H 1.412 1.673 0.201
H 2.909 0.840 0.753
H 0.134 0.545 1.845
H -0.448 -1.100 1.720
H -0.481 0.488 -1.609
H -0.327 1.818 -0.500
H -1.915 1.457 -1.128
H -2.545 -1.559 0.496
H -2.339 -0.976 -1.194
H -1.120 -1.931 -0.444

HOMO energy (spin up / spin down) = 3.99 / 0.08 eV
2S+1 = 2
Charge = -2
Expectation value of S² = 0.751
Total energy = -17700.778 eV
ΔE to the lowest compared entry with this formula, charge and spin = 80.4 kJ/mol
Frontier orbital gap (spin up / spin down) = 2.01 / 5.90 eV

=====

Record 3
DFT (the ωB97M-V functional and the def2-TZVPD basis) results for a cluster of 7 separate species, C27H58NO21S6 in total.

Geometry (Å):
O 3.658 -6.299 -2.164
C 2.651 -5.423 -2.196
O 1.567 -5.648 -3.209
C 2.459 -4.132 -1.200
N 3.187 -2.878 -1.629
C 2.672 -2.312 -2.934
O 1.738 -1.173 -2.785
C 0.396 -1.698 -2.385
C -0.065 -1.303 -0.828
C -1.501 -1.863 -0.252
C -2.403 -2.806 -1.254
C -1.992 -3.199 -2.811
C -0.553 -2.637 -3.377
H 2.939 -4.450 -0.154
H 1.317 -3.900 -0.941
H 2.909 -2.152 -0.902
H 3.625 -1.879 -3.507
H 2.186 -3.093 -3.659
H 0.646 -0.649 -0.157
H -1.798 -1.585 0.858
H -3.418 -3.233 -0.829
H -2.653 -3.885 -3.504
H -0.153 -2.885 -4.458
O 2.499 -0.593 1.652
S 3.427 0.112 2.510
O 4.662 -0.489 2.963
O 2.620 0.688 3.804
C 1.867 -0.219 4.596
C 2.764 -1.045 5.499
C 3.807 1.677 1.768
H 1.241 -0.859 3.966
H 1.192 0.381 5.217
H 3.392 -1.725 4.915
H 2.168 -1.648 6.191
H 3.435 -0.400 6.075
H 2.877 2.161 1.462
H 4.438 1.494 0.896
H 4.345 2.292 2.492
O -5.906 -4.121 -0.845
S -6.909 -4.461 -1.831
O -6.764 -4.112 -3.227
O -8.362 -3.937 -1.309
C -8.509 -2.567 -0.964
C -8.615 -1.691 -2.198
C -7.245 -6.198 -1.721
H -7.691 -2.240 -0.314
H -9.435 -2.480 -0.385
H -7.674 -1.682 -2.756
H -8.852 -0.660 -1.922
H -9.388 -2.066 -2.875
H -7.402 -6.466 -0.674
H -6.382 -6.736 -2.119
H -8.131 -6.427 -2.317
O -8.986 4.190 -1.245
S -8.875 3.290 -2.373
O -8.591 1.882 -2.207
O -7.817 3.914 -3.445
C -6.511 4.249 -2.998
C -5.646 3.013 -2.835
C -10.330 3.453 -3.373
H -6.554 4.828 -2.070
H -6.067 4.896 -3.762
H -6.009 2.384 -2.017
H -4.612 3.290 -2.612
H -5.665 2.404 -3.744
H -10.529 4.513 -3.543
H -11.163 2.997 -2.834
H -10.171 2.930 -4.319
O 5.630 3.419 -0.466
S 5.899 4.801 -0.801
O 4.843 5.728 -1.140
O 7.034 4.851 -1.969
C 6.808 4.126 -3.171
C 5.820 4.841 -4.073
C 6.878 5.518 0.493
H 6.480 3.105 -2.952
H 7.772 4.052 -3.686
H 4.821 4.856 -3.628
H 5.750 4.341 -5.043
H 6.120 5.882 -4.229
H 7.706 4.846 0.727
H 6.239 5.644 1.370
H 7.248 6.490 0.161
O 3.198 -5.723 1.921
S 3.056 -7.152 2.102
O 1.762 -7.786 2.227
O 3.991 -7.623 3.352
C 3.820 -6.985 4.609
C 2.580 -7.488 5.324
C 3.962 -7.979 0.821
H 3.797 -5.896 4.493
H 4.702 -7.226 5.213
H 1.672 -7.187 4.793
H 2.527 -7.085 6.339
H 2.578 -8.582 5.373
H 4.958 -7.538 0.748
H 3.421 -7.840 -0.118
H 4.023 -9.043 1.059
O 0.529 7.372 0.937
S 1.751 6.867 1.525
O 1.869 5.506 2.000
O 2.223 7.878 2.713
C 1.307 8.181 3.756
C 1.195 7.038 4.747
C 3.092 7.189 0.411
H 0.327 8.448 3.346
H 1.692 9.066 4.274
H 0.730 6.161 4.285
H 0.586 7.329 5.607
H 2.185 6.730 5.098
H 3.039 8.228 0.080
H 2.989 6.518 -0.445
H 4.035 6.992 0.924

HOMO energy = -3.65 eV
2S+1 = 1
Charge = -1
Total energy = -138426.016 eV
Frontier orbital gap = 5.06 eV